ORCA calculation (ωB97M-V/def2-TZVPD) on a structure of composition C16H8Cl5NSTa.

Calculated values
Kohn-Sham gap (alpha / beta): 5.969 / 5.969 eV
lowest unoccupied orbital energy (alpha / beta): -0.4693 / -0.4693 Ha
HOMO energy (alpha / beta): -18.7 / -18.7 eV

```
! RIJCOSX wB97M-V def2-TZVPD def2/J DEFGRID3
* xyz 3 1
Ta -0.33 0.01 -0.67
Cl -0.40 -2.63 -1.05
C 1.26 -2.12 -1.48
C 1.40 -0.73 -1.31
C 2.60 -0.09 -1.65
Cl 2.57 1.61 -1.42
C 3.67 -0.83 -2.11
Cl 5.13 -0.09 -2.51
C 3.49 -2.25 -2.25
Cl 4.76 -3.16 -2.79
C 2.25 -2.92 -1.94
Cl 2.05 -4.58 -2.15
C -1.02 2.04 -2.91
C -1.35 2.70 -1.61
C -2.01 3.91 -1.47
C -2.37 4.35 -0.20
C -2.04 3.60 0.95
C -2.34 4.00 2.27
C -1.94 3.24 3.34
C -1.20 2.06 3.14
C -0.89 1.65 1.85
S 0.18 0.30 1.54
C -1.33 2.41 0.76
N -1.01 1.98 -0.51
H -0.93 2.75 -3.73
H -1.81 1.34 -3.20
H -0.04 1.52 -2.86
H -2.26 4.48 -2.35
H -2.90 5.29 -0.09
H -2.88 4.93 2.43
H -2.16 3.55 4.35
H -0.87 1.48 3.99
*
```

Here are the Löwdin charges for atoms 1 to 2, given in e:
1. Ta 1.5379
2. Cl 0.7843